Density functional theory data (ωB97M-V/def2-TZVPD) for a molecular structure, C34H76BF16N9O16S2 at a distorted geometry.

Each line ends with the Löwdin charge.
Geometry (Å):
C: 1.54737 -2.23618 0.10893  -0.686
F: 0.43952 -2.58452 -0.51515  0.167
F: 2.10339 -3.30859 0.64420  0.177
F: 2.39888 -1.61902 -0.68257  0.174
S: 1.01584 -1.08203 1.48511  0.690
O: 0.00037 -1.74560 2.24630  -0.288
O: 2.16832 -0.70906 2.26577  -0.279
N: 0.46666 0.23744 0.57937  -0.302
S: -1.09504 0.38814 0.63069  0.571
O: -1.86227 -0.79652 0.36791  -0.287
O: -1.56297 1.11491 1.79559  -0.323
C: -1.39058 1.52113 -0.87408  -0.645
F: -0.36270 1.38654 -1.70395  0.131
F: -2.53555 1.30996 -1.48862  0.144
F: -1.38019 2.81561 -0.45860  0.072
C: 4.49098 1.95241 -0.81462  0.059
C: 3.02560 1.87687 -1.07139  -0.395
O: 2.54865 1.47186 -2.08127  0.152
N: 2.11580 2.35569 0.02311  0.072
H: 1.32694 1.65595 0.13312  0.088
H: 2.48536 2.31233 0.97953  0.115
C: 1.65594 3.75966 -0.26645  0.009
H: 4.79009 1.49849 0.12625  0.081
H: 4.78813 3.00166 -0.90904  0.118
H: 4.98717 1.40712 -1.61480  0.111
H: 2.58038 4.30574 -0.08380  0.104
H: 0.92861 4.02757 0.49250  0.084
H: 1.29252 3.91742 -1.27406  0.088
C: -4.00044 -0.80426 3.17649  0.037
C: -5.02659 -0.11366 2.34847  -0.377
O: -5.63037 -0.65528 1.48514  0.178
N: -5.43945 1.27579 2.91582  0.102
H: -4.74141 1.43143 3.64519  0.150
H: -5.34932 1.99369 2.19348  0.160
C: -6.82548 1.13868 3.47107  0.020
H: -3.68728 -1.71990 2.68386  0.116
H: -4.49583 -1.20959 4.07255  0.123
H: -3.23214 -0.10232 3.50207  0.089
H: -7.43935 2.02328 3.32479  0.105
H: -6.77670 0.91681 4.53377  0.116
H: -7.35488 0.31863 2.99331  0.102
C: 6.35882 -2.60580 2.61749  0.039
C: 5.48315 -1.48929 2.14413  -0.410
O: 5.34805 -1.18393 1.01849  0.186
N: 4.87709 -0.65191 3.24338  0.083
H: 4.00524 -0.16527 2.97982  0.104
H: 4.52138 -1.25288 3.98945  0.172
C: 5.90777 0.30569 3.82244  0.045
H: 5.80862 -3.37316 3.17535  0.104
H: 7.24020 -2.25112 3.14595  0.103
H: 6.66323 -3.23103 1.76669  0.081
H: 5.45936 0.80205 4.67332  0.111
H: 6.27629 0.98111 3.06016  0.108
H: 6.76021 -0.30429 4.11226  0.099
C: 3.28920 -0.59983 -6.63680  0.026
C: 2.86920 -1.43745 -5.47273  -0.412
O: 3.56979 -2.13796 -4.84900  0.215
N: 1.38216 -1.40270 -5.22412  0.102
H: 0.92355 -0.95487 -6.01346  0.167
H: 1.02919 -2.38900 -5.09356  0.121
C: 1.07040 -0.52799 -4.04220  0.004
H: 3.12819 -1.09035 -7.59792  0.114
H: 4.35208 -0.37277 -6.56654  0.103
H: 2.82160 0.38965 -6.66610  0.087
H: 1.75232 -0.75958 -3.22982  0.087
H: 0.00166 -0.47789 -3.89512  0.065
H: 1.41327 0.48134 -4.30247  0.087
C: -1.23796 4.09050 3.55285  0.028
C: -2.58005 4.33220 2.96052  -0.417
O: -3.29261 3.51585 2.45317  0.085
N: -3.20373 5.71200 3.28750  0.067
H: -3.89704 5.51882 4.03027  0.184
H: -2.61825 6.40481 3.76657  0.184
C: -3.87075 6.40944 2.15506  -0.010
H: -1.31259 3.35250 4.35526  0.116
H: -0.62556 4.94926 3.81953  0.102
H: -0.66259 3.62290 2.74600  0.089
H: -4.39138 7.28682 2.53058  0.114
H: -4.54816 5.74380 1.62949  0.088
H: -3.10778 6.70007 1.43547  0.098
C: -6.54465 -0.25534 -1.86620  0.028
C: -7.90810 -0.62117 -1.37803  -0.381
O: -8.17271 -1.54891 -0.71203  0.212
N: -9.10148 0.30632 -1.76762  0.097
H: -9.38116 0.67095 -0.85251  0.182
H: -8.85016 1.05222 -2.41278  0.178
C: -10.26892 -0.52616 -2.21649  0.022
H: -6.34766 0.82297 -1.83749  0.088
H: -6.23834 -0.50543 -2.88432  0.116
H: -5.87949 -0.76994 -1.17484  0.086
H: -11.19082 0.05680 -2.26275  0.116
H: -10.41506 -1.37973 -1.56824  0.109
H: -10.16570 -0.78765 -3.26939  0.118
C: -0.67615 6.36180 -4.19551  0.038
C: -1.97620 5.61852 -4.30073  -0.392
O: -2.40290 5.12150 -5.27075  0.225
N: -2.90238 5.70037 -3.04339  0.097
H: -2.26874 5.91516 -2.27379  0.154
H: -3.62296 6.40601 -3.20620  0.190
C: -3.43511 4.27749 -2.75136  0.040
H: 0.02937 5.88859 -3.51246  0.096
H: -0.73596 7.44419 -4.30520  0.121
H: -0.21912 6.10905 -5.16151  0.115
H: -4.15820 4.04138 -3.52141  0.109
H: -3.74379 4.46393 -1.72656  0.092
H: -2.59143 3.59692 -2.79410  0.087
C: 0.69502 -3.39389 4.73993  0.033
C: 0.01768 -3.19434 6.04859  -0.383
O: -0.63469 -2.28478 6.41288  0.196
N: -0.00902 -4.44879 6.95469  0.078
H: -0.88774 -4.94633 6.77119  0.194
H: 0.67222 -5.12467 6.59250  0.171
C: 0.29426 -4.15097 8.41040  0.048
H: 1.05230 -2.46183 4.31767  0.078
H: 0.06469 -3.90613 4.00926  0.120
H: 1.53598 -4.07814 4.89813  0.103
H: 0.57289 -5.04914 8.95275  0.114
H: -0.60964 -3.70759 8.80875  0.108
H: 1.15327 -3.48840 8.37449  0.112
C: 7.82858 -3.80147 -1.04304  -0.506
O: 6.67868 -4.19148 -1.76865  -0.083
O: 7.83267 -4.41075 0.12986  -0.079
C: 9.01449 -4.13429 -1.98770  -0.572
F: 10.21359 -3.86275 -1.46173  0.147
F: 8.97611 -5.41416 -2.32942  0.175
F: 8.90793 -3.33897 -3.08278  0.115
C: 5.64089 -3.25298 -1.75005  -0.266
C: 4.34499 -3.97244 -2.07164  -0.058
H: 3.70984 -3.49807 -2.82689  0.031
H: 4.48496 -4.94103 -2.54885  0.097
H: 3.70219 -4.04384 -1.19530  0.048
H: 5.91318 -2.36426 -2.33240  0.121
H: 5.56425 -2.93060 -0.70182  0.083
H: 7.86089 -2.70113 -0.86934  0.155
C: -0.54445 -4.09275 -4.47494  -0.529
O: -1.10270 -2.81847 -4.09741  -0.102
O: 0.20806 -4.00562 -5.53054  -0.128
C: 0.16749 -4.81217 -3.28888  -0.537
F: 0.48765 -6.06545 -3.58386  0.170
F: 1.34084 -4.18380 -2.98400  0.098
F: -0.57613 -4.87959 -2.14892  0.092
C: -2.12339 -2.75661 -3.13270  -0.255
C: -2.27725 -1.24665 -2.92695  -0.107
H: -2.43819 -0.68967 -3.85081  0.086
H: -3.23829 -1.04802 -2.40888  0.053
H: -1.60735 -0.88774 -2.14969  0.031
H: -1.96012 -3.13887 -2.12713  0.110
H: -3.08168 -3.09927 -3.53966  0.124
H: -1.37324 -4.83393 -4.63009  0.157
B: 3.77751 2.73151 2.88009  -1.242
F: 3.70842 1.55893 2.05136  0.046
F: 3.03064 2.39661 4.03347  0.097
F: 5.06275 3.03330 3.26511  0.161
F: 3.18529 3.80352 2.19124  0.118

Output
Highest occupied orbital energy (eV): -10.91
Kohn-Sham gap (eV): 1.011
Relative energy (zero: lowest compared OMol25 entry of this formula, charge and spin) (kcal/mol): 54.64
Molecular weight (g/mol): 1245.94
Total charge: +4
Maximum force (eV/Å): 2.785